No. 1
DFT (the ωB97M-V functional and the def2-TZVPD basis) results for a 12-piece molecular cluster, C15H20Cl33FO6P2S overall at a distorted geometry.

The geometry in XYZ format:
```
78
Properties=species:S:1:pos:R:3:lowdin_charge:R:1
O 2.34 0.82 0.02 -0.427
P 2.59 -0.61 -0.61 0.493
O 3.46 -0.31 -2.13 -0.267
O 3.70 -1.47 0.42 -0.330
P 0.79 -1.71 -1.16 0.836
C -0.70 -1.35 -0.02 -0.422
C -0.76 0.17 0.59 -0.250
O -2.12 0.59 1.01 -0.278
S -2.81 1.20 -0.46 0.832
O -2.16 2.57 -0.88 -0.360
O -4.33 1.46 -0.29 -0.361
C -2.42 -0.12 -1.77 -0.182
C -2.06 -1.52 -0.97 -0.247
F -1.85 -2.55 -2.04 -0.175
H 3.77 0.64 -2.07 0.079
H 3.15 -2.05 1.03 0.075
H 1.11 -3.12 -0.90 -0.026
H -0.83 -2.15 0.86 0.141
H -0.11 0.17 1.59 0.108
H -0.26 0.93 -0.15 0.125
H -3.40 -0.23 -2.41 0.143
H -1.57 0.27 -2.48 0.057
H -3.00 -1.83 -0.32 0.176
Cl -1.88 0.96 -5.46 0.505
C -1.63 -0.79 -5.34 -1.498
Cl -1.09 -1.45 -6.90 0.484
Cl -0.45 -1.18 -4.08 0.538
H -2.58 -1.26 -5.08 0.017
Cl 0.56 -4.48 -8.55 0.513
C 0.67 -5.14 -6.91 -1.524
Cl 0.69 -3.84 -5.71 0.480
Cl -0.66 -6.26 -6.59 0.517
H 1.61 -5.70 -6.82 0.018
Cl 7.20 -1.47 2.68 0.495
C 7.56 -0.77 1.10 -1.519
Cl 8.12 -2.02 -0.03 0.520
Cl 6.13 0.06 0.45 0.563
H 8.36 -0.03 1.22 0.017
Cl 5.40 -2.76 8.09 0.484
C 5.76 -2.06 6.51 -1.507
Cl 6.32 -3.31 5.38 0.508
Cl 4.33 -1.23 5.86 0.486
H 6.56 -1.32 6.63 0.022
Cl -6.48 3.61 3.23 0.509
C -5.37 4.28 2.02 -1.519
Cl -6.26 5.25 0.83 0.524
Cl -4.12 5.26 2.80 0.488
H -4.89 3.45 1.50 -0.001
Cl -6.11 0.08 -9.26 0.523
C -4.81 -1.03 -8.77 -1.505
Cl -3.80 -0.29 -7.52 0.485
Cl -5.49 -2.56 -8.20 0.524
H -4.19 -1.23 -9.64 0.024
Cl 1.15 0.95 6.17 0.531
C 1.50 1.65 4.58 -1.496
Cl 2.07 0.40 3.46 0.533
Cl 0.08 2.48 3.93 0.513
H 2.30 2.39 4.70 0.022
Cl -0.02 3.15 -8.43 0.518
C -1.59 3.86 -8.00 -1.525
Cl -2.91 2.82 -8.56 0.500
Cl -1.70 4.11 -6.25 0.504
H -1.68 4.82 -8.50 0.018
Cl -3.05 -0.30 7.32 0.519
C -2.70 0.41 5.74 -1.553
Cl -2.13 -0.84 4.62 0.500
Cl -4.12 1.23 5.09 0.518
H -1.90 1.14 5.86 -0.030
Cl -1.16 5.93 2.29 0.489
C 0.55 6.33 2.46 -1.514
Cl 0.82 7.34 3.90 0.518
Cl 1.54 4.86 2.54 0.499
H 0.86 6.90 1.58 0.020
Cl 1.26 -5.89 8.46 0.519
C 1.94 -4.38 9.10 -1.517
Cl 3.24 -4.72 10.24 0.512
Cl 2.52 -3.35 7.77 0.472
H 1.14 -3.84 9.62 0.020
```

As for the total energy: -17401.90945 hartree. The spin multiplicity is 1. Its LUMO energy is -0.3772 eV. Its HOMO energy is -10.1 eV.

---

No. 2
DFT (the ωB97M-V functional and the def2-TZVPD basis) results for C15H20F3N3O4PdS as an isolated structure.

The geometry in XYZ format:
```
47
Properties=species:S:1:pos:R:3:nbo_charge:R:1
Pd -0.38 -0.18 -0.92 1.022
C 1.46 -1.79 -3.85 -0.473
N 0.03 -1.89 -3.69 0.042
C -0.83 -1.07 -4.50 -0.463
C -0.52 -3.05 -3.00 -0.276
C -0.06 -3.22 -1.56 -0.139
C 0.34 -4.51 -1.20 -0.173
C 0.75 -4.79 0.09 -0.191
C 0.79 -3.77 1.03 -0.192
C 0.40 -2.49 0.68 -0.206
C -0.05 -2.21 -0.60 -0.222
H 1.74 -2.48 -4.66 0.267
H 1.95 -2.10 -2.93 0.264
H 1.73 -0.77 -4.13 0.255
H -0.89 -1.55 -5.49 0.270
H -0.41 -0.07 -4.61 0.273
H -1.83 -1.04 -4.08 0.241
H -0.14 -3.91 -3.56 0.262
H -1.60 -3.02 -3.11 0.242
H 0.32 -5.30 -1.94 0.225
H 1.06 -5.79 0.35 0.243
H 1.13 -3.98 2.04 0.233
H 0.45 -1.71 1.44 0.202
F 1.94 3.39 -0.38 -0.297
C 0.94 3.12 -1.22 0.714
F -0.17 2.94 -0.48 -0.346
F 0.75 4.13 -2.04 -0.276
S 1.32 1.59 -2.16 2.298
O 2.27 1.95 -3.14 -0.859
O -0.01 1.13 -2.66 -1.007
O 1.71 0.63 -1.11 -0.953
N -1.07 0.50 1.31 -0.303
C -1.26 1.22 2.19 0.479
N -1.47 2.06 3.21 -0.253
C -1.50 3.47 2.97 -0.234
C -0.25 4.08 3.75 -0.065
O -0.35 3.66 5.06 -0.344
C -0.20 2.30 5.25 -0.064
C -1.44 1.59 4.56 -0.233
H -2.40 3.91 3.40 0.270
H -1.42 3.68 1.90 0.271
H -0.33 5.16 3.71 0.264
H 0.67 3.73 3.26 0.217
H -0.24 2.09 6.32 0.264
H 0.72 1.91 4.80 0.215
H -2.34 1.92 5.09 0.271
H -1.33 0.51 4.60 0.268
```

Its expectation value of S² is 6.02. As for the total energy: -1873.67377 hartree. The spin multiplicity is 5. Its net charge is +2. Its LUMO energy (spin up / spin down) is -5.2587 / -10.8625 eV. For the energy relative to the best compared isomer or geometry (same formula, charge and spin), the calculation gives 77.5 kJ/mol. Its HOMO energy (spin up / spin down) is -14.3 / -14.4 eV.

---

- spin multiplicity of number 2 (C15H20F3N3O4PdS)?
  5